Record 1
10
Properties=species:S:1:pos:R:3:forces:R:3 method="wB97M-V/def2-TZVPD" smiles="O=C/C=C/C=S" mol_weight_da=100.14 spin_multiplicity=1 homo_ev=-9.299 e_lumo_ev=-1.828
O -2.554702 0.321642 -0.066562 0.9 -2.0 0.0
C -1.834049 -0.683096 -0.025009 -2.1 1.6 0.4
C -0.399716 -0.602774 -0.022085 2.7 0.8 0.0
C 0.287937 0.572090 -0.037180 0.6 -0.5 0.6
C 1.800075 0.749901 -0.000696 -0.9 -1.1 -0.3
S 2.924771 -0.436717 -0.048147 -0.9 0.9 0.1
H -2.244117 -1.715825 0.078860 -0.1 0.5 -0.2
H 0.181763 -1.527880 0.046604 -0.2 0.2 -0.2
H -0.242368 1.517948 0.057304 -0.2 -0.2 -0.4
H 2.080403 1.804707 0.016906 0.2 -0.2 0.1

***

Record 2
10
Properties=species:S:1:pos:R:3:forces:R:3 method="wB97M-V/def2-TZVPD" smiles="C#C[C@@H](O)C=S" mol_weight_da=100.14 spin_multiplicity=1 homo_ev=-9.198 e_lumo_ev=-0.885
C -0.003715 1.382712 -1.910763 -0.5 -1.9 2.7
C -0.193523 0.690676 -0.906552 -0.1 1.4 -2.4
C -0.518592 -0.186671 0.269937 -0.2 -0.6 -1.1
O -0.753427 -1.565540 -0.119676 0.5 1.0 0.1
C 0.601247 -0.091947 1.265025 0.3 -0.4 1.8
S 0.736147 -1.050584 2.578236 0.0 0.6 -1.0
H 0.149135 1.960378 -2.800815 0.0 -0.1 0.3
H -1.471512 0.111471 0.744155 0.5 0.1 -0.3
H 0.124499 -1.960078 -0.243061 -0.3 0.0 0.0
H 1.329742 0.709583 1.123514 -0.2 -0.1 -0.1